# 1
{"formula": "C20H35ClGaN2OS4Sb", "method": "the ωB97M-V functional and the def2-TZVPD basis", "total_charge": -1, "s2": 0.793, "lumo_energy_ev": [2.21, 1.34], "relative_energy_kcal_mol": 0.0, "orbital_gap_ev": [6.37, 5.50], "multiplicity": 2, "species": ["Ga", "S", "Sb", "S", "S", "C", "C", "C", "C", "N", "C", "S", "N", "C", "C", "C", "C", "H", "H", "H", "H", "H", "H", "H", "H", "H", "H", "H", "H", "H", "H", "H", "H", "H", "H", "H", "H", "Cl", "C", "C", "C", "C", "C", "C", "C", "H", "H", "H", "H", "H", "H", "C", "C", "C", "C", "O", "H", "H", "H", "H", "H", "H", "H", "H", "H"], "xyz": [[-2.871473, -0.504282, 1.923971], [-1.671757, 2.958713, 4.086544], [-3.734241, 2.182624, 3.374274], [-3.717701, -0.233841, 3.981742], [-3.225345, 1.531353, 1.024125], [2.778963, 4.335647, -0.174039], [2.493710, 4.387572, 1.325480], [1.958435, 3.074840, 1.888609], [0.594221, 2.702991, 1.319070], [0.063870, 1.482052, 1.886472], [0.345455, 0.255610, 1.504137], [-0.477163, -1.088387, 2.196657], [1.335301, 0.060363, 0.607699], [1.669056, -1.213236, -0.015759], [3.115305, -1.217893, -0.496590], [4.163640, -1.445421, 0.591284], [4.272113, -0.327361, 1.624256], [3.245361, 5.258306, -0.521476], [1.866901, 4.196916, -0.756520], [3.457007, 3.511150, -0.411765], [1.778618, 5.187213, 1.538267], [3.413332, 4.646167, 1.855533], [1.844161, 3.147876, 2.972001], [2.679412, 2.271172, 1.697784], [0.615820, 2.621158, 0.226727], [-0.133878, 3.477782, 1.567648], [-0.580178, 1.635435, 2.679249], [1.697738, 0.881144, 0.147669], [0.996781, -1.404494, -0.853855], [1.500529, -2.000757, 0.718180], [3.325212, -0.278046, -1.023027], [3.206901, -2.005655, -1.248515], [5.135125, -1.580912, 0.107384], [3.938794, -2.387553, 1.100498], [4.473565, 0.631633, 1.138998], [5.086504, -0.522935, 2.323234], [3.355034, -0.220595, 2.202046], [2.405528, -0.172396, -6.053773], [1.286052, -0.019740, -4.730606], [0.403923, -1.060285, -4.454608], [-0.477518, -0.942904, -3.402956], [-0.506645, 0.216356, -2.586467], [-1.355213, 0.314094, -1.479010], [0.402012, 1.255759, -2.912232], [1.285547, 1.140617, -3.963208], [0.421911, -1.952331, -5.065853], [-1.158179, -1.753978, -3.175260], [-1.370405, 1.194347, -0.851778], [-2.024879, -0.488904, -1.197895], [0.392074, 2.161510, -2.316245], [1.976146, 1.939434, -4.197790], [-3.128786, -4.173588, 0.228262], [-4.042722, -2.964425, 0.432310], [-4.722550, -2.596535, -0.888485], [-5.101601, -3.278962, 1.491212], [-3.260320, -1.889679, 0.842707], [-3.681836, -5.033320, -0.159445], [-2.663320, -4.450627, 1.175392], [-2.335755, -3.914017, -0.475750], [-5.395334, -3.388779, -1.227015], [-3.969586, -2.426942, -1.661850], [-5.292328, -1.675448, -0.760251], [-5.720157, -4.132082, 1.199389], [-5.744817, -2.410224, 1.640746], [-4.616373, -3.503296, 2.442469]], "atomic_forces_ev_per_a": [[-0.150, 0.164, 0.290], [0.031, 0.040, 0.070], [0.059, -0.079, -0.013], [-0.031, 0.004, -0.059], [0.000, -0.023, 0.078], [-0.003, 0.005, 0.026], [0.015, -0.013, -0.020], [0.016, 0.019, -0.010], [-0.042, -0.030, -0.075], [0.066, -0.079, -0.070], [0.150, 0.029, 0.144], [-0.112, -0.034, -0.113], [-0.213, 0.014, -0.076], [0.024, 0.032, 0.048], [-0.013, 0.013, -0.023], [-0.006, 0.009, 0.021], [0.002, -0.025, -0.011], [0.010, 0.006, 0.000], [-0.003, -0.004, -0.004], [0.004, -0.011, -0.006], [-0.004, 0.003, -0.002], [0.007, 0.020, 0.006], [0.030, 0.005, 0.010], [-0.011, 0.023, 0.024], [0.002, -0.023, -0.009], [-0.007, -0.010, 0.005], [-0.196, 0.021, 0.004], [0.066, 0.022, 0.034], [-0.074, -0.002, -0.051], [0.029, 0.020, -0.029], [-0.004, -0.001, -0.031], [0.007, -0.001, 0.010], [0.007, -0.004, 0.009], [0.008, -0.007, -0.005], [0.001, 0.009, -0.001], [0.014, 0.003, -0.001], [0.001, -0.004, 0.009], [0.011, -0.001, -0.012], [-0.015, 0.002, 0.024], [-0.009, -0.007, 0.001], [0.025, -0.047, -0.002], [0.038, -0.031, 0.127], [0.004, -0.024, -0.081], [0.030, 0.052, 0.000], [-0.002, 0.001, 0.016], [-0.003, -0.006, -0.004], [-0.008, -0.005, -0.007], [0.014, 0.035, -0.027], [-0.003, -0.043, -0.014], [-0.003, -0.007, 0.001], [0.002, 0.005, -0.004], [0.001, 0.011, 0.006], [-0.248, 0.054, 0.276], [0.009, -0.001, 0.001], [0.005, 0.000, -0.033], [0.483, -0.100, -0.470], [-0.003, -0.005, 0.002], [0.004, 0.001, 0.009], [0.000, -0.005, -0.011], [0.000, -0.008, -0.007], [0.008, 0.018, 0.008], [-0.015, 0.000, 0.002], [0.000, -0.002, 0.001], [-0.003, 0.002, 0.007], [0.000, -0.001, 0.011]], "lowdin_charge": [-0.505, -0.308, 0.274, -0.056, -0.005, -0.113, -0.258, -0.191, -0.209, -0.019, -0.752, 0.728, 0.020, -0.208, -0.200, -0.259, -0.113, 0.066, 0.058, 0.069, 0.111, 0.102, 0.118, 0.090, 0.098, 0.103, -0.044, 0.116, 0.104, 0.085, 0.110, 0.110, 0.100, 0.107, 0.065, 0.068, 0.065, 0.634, -0.679, -0.115, -0.039, -0.311, 0.081, -0.042, -0.117, 0.101, 0.114, 0.004, 0.057, 0.104, 0.101, -0.041, -0.726, -0.039, -0.044, -0.286, 0.077, 0.082, 0.076, 0.077, 0.071, 0.087, 0.077, 0.085, 0.083]}

# 2
{"formula": "C20H35F6MgNO12Ti", "method": "the ωB97M-V functional and the def2-TZVPD basis", "total_charge": 1, "s2": 3.752, "lumo_energy_ev": [-5.05, -5.44], "orbital_gap_ev": [3.97, 7.47], "multiplicity": 4, "species": ["Mg", "Ti", "C", "C", "O", "H", "H", "H", "H", "H", "C", "C", "O", "H", "H", "H", "H", "H", "C", "C", "O", "C", "O", "C", "F", "F", "F", "H", "H", "H", "H", "H", "C", "C", "O", "C", "O", "C", "F", "F", "F", "H", "H", "H", "H", "H", "C", "O", "C", "O", "O", "C", "H", "H", "H", "H", "H", "H", "C", "O", "C", "O", "O", "C", "H", "H", "H", "H", "H", "H", "C", "C", "N", "H", "H", "H"], "xyz": [[-0.137561, -4.155662, 1.409174], [-1.908230, -3.605904, -1.376774], [-0.186578, -0.104117, -0.142619], [0.512652, -1.518374, 0.011079], [-0.414318, -2.498157, 0.358084], [-1.007794, -0.155615, -0.857506], [0.436840, 0.728355, -0.468886], [-0.600997, 0.328707, 0.767887], [1.303730, -1.484934, 0.760190], [0.994054, -1.817238, -0.920069], [-1.984265, -7.357709, 1.694079], [-1.461301, -6.734987, 0.383123], [-1.341979, -5.335404, 0.368710], [-2.280700, -8.356510, 1.373731], [-2.841101, -6.785334, 2.049485], [-1.234701, -7.278475, 2.481472], [-2.066566, -7.158178, -0.418544], [-0.518490, -7.142663, 0.018427], [1.027057, 2.479467, -2.648463], [0.642411, 3.805492, -3.315763], [-0.734636, 3.786044, -3.782482], [-1.102136, 3.295383, -4.972634], [-0.357137, 2.658597, -5.747173], [-2.583813, 3.551709, -5.249820], [-2.811943, 4.814671, -5.591433], [-2.978137, 2.818413, -6.315782], [-3.294535, 3.212807, -4.169597], [1.492215, 1.765777, -3.328452], [0.144625, 2.037497, -2.185781], [1.559427, 2.651729, -1.713048], [1.311160, 3.916202, -4.169357], [0.883857, 4.619926, -2.632748], [1.727004, 2.169007, 1.829116], [1.172430, 3.530979, 1.482014], [0.759743, 4.300301, 2.665847], [0.625019, 5.710378, 2.603351], [0.749014, 6.343809, 1.536401], [0.271417, 6.407018, 3.897252], [0.813737, 5.778204, 4.937584], [0.822359, 7.652486, 3.881756], [-1.076358, 6.501457, 4.105107], [2.091674, 1.865771, 0.847714], [0.923024, 1.492529, 2.119084], [2.585490, 2.083563, 2.495306], [0.216804, 3.405906, 0.972865], [1.765520, 4.075277, 0.747123], [2.065546, -2.020695, 4.239355], [1.411807, -1.651292, 5.371843], [0.280890, -0.825459, 5.422739], [-0.176224, -0.299420, 6.434115], [-0.252072, -0.777309, 4.178280], [-1.449769, 0.060598, 3.862069], [2.738482, -2.850228, 4.456404], [2.590403, -1.207255, 3.738416], [1.448108, -2.512483, 3.487678], [-1.685509, 0.835317, 4.591677], [-2.278191, -0.645798, 3.808868], [-1.296022, 0.603755, 2.929629], [-4.225837, -1.363941, -3.639571], [-3.074852, -0.579668, -4.026252], [-1.880361, -1.127658, -3.796670], [-1.708027, -2.262909, -3.254105], [-0.873095, -0.351659, -4.182056], [0.476285, -0.864979, -4.235691], [-4.139498, -2.296564, -4.197121], [-5.194089, -0.935131, -3.897856], [-4.134682, -1.482513, -2.559880], [0.467770, -1.899132, -4.580026], [0.915382, -0.736365, -3.246375], [1.001196, -0.265252, -4.979259], [4.602914, -2.274165, 1.482243], [4.401198, -0.834961, 1.234517], [4.188560, 0.308482, 1.006425], [3.903091, -2.825795, 0.854516], [4.372726, -2.586673, 2.500796], [5.595883, -2.629046, 1.206263]], "atomic_forces_ev_per_a": [[-1.606, 0.522, -1.865], [0.993, 0.133, 0.560], [0.348, -0.441, 0.026], [-0.347, 1.675, -0.106], [-0.745, -2.220, 0.670], [-0.069, -0.248, -0.090], [0.578, -0.493, -0.306], [-0.121, -0.702, 0.347], [0.172, 0.413, 0.152], [0.118, 0.305, -0.331], [0.510, 1.069, -1.149], [0.138, -0.850, -0.300], [0.462, 1.886, 0.297], [0.112, -0.212, 0.891], [-0.232, -0.169, -0.208], [0.091, -0.610, 0.085], [-0.873, 0.810, -0.190], [0.587, -0.336, 0.778], [-1.017, 0.171, 0.777], [1.152, -1.397, -0.823], [-0.522, 0.708, 0.031], [3.908, -2.016, -1.225], [-2.401, 2.074, 2.302], [-0.205, -0.519, -1.093], [0.028, 0.275, 0.545], [0.131, 0.032, 0.953], [-0.198, 0.155, -0.328], [0.084, 0.139, 0.262], [-0.463, -0.227, -0.589], [0.939, 0.126, -0.434], [-0.266, 0.244, -0.208], [-1.130, 0.240, -0.175], [-0.079, 0.251, -0.643], [-1.376, 0.783, 0.233], [0.403, 2.722, 0.771], [0.701, -1.425, -5.510], [-0.380, -1.995, 3.668], [0.060, 1.059, 1.383], [-0.270, -0.199, 0.027], [-0.948, -1.047, -0.189], [1.442, -0.071, -0.501], [0.094, -0.556, 0.070], [0.171, -0.026, 0.240], [-0.218, 0.442, 0.095], [-0.053, -0.330, -0.294], [0.429, 0.441, 0.712], [0.645, -0.827, -1.848], [-2.014, 1.421, 2.587], [-0.855, 0.591, 0.820], [1.776, -1.737, -2.808], [-0.396, 0.991, -0.155], [0.393, -0.482, 0.761], [0.415, 0.412, 0.657], [0.063, 0.109, 0.092], [-0.845, 0.248, -0.394], [0.425, -0.399, 0.459], [0.028, 0.220, -0.179], [0.336, -0.577, -0.091], [0.589, -0.814, 0.153], [1.220, 0.299, -0.231], [0.409, -1.336, 0.838], [-0.516, 1.726, -0.381], [-1.651, -0.248, -0.147], [-0.215, -0.164, -0.004], [-0.166, -0.224, 0.439], [0.621, 0.755, -0.140], [-0.404, -0.377, -0.068], [0.022, 0.014, 0.295], [0.108, -0.222, -0.120], [-0.207, 0.130, 0.192], [-0.332, -0.150, -0.320], [-0.625, 3.455, -0.563], [0.821, -4.199, 0.814], [-0.047, 0.060, -0.206], [0.224, 0.416, 0.115], [0.046, 0.321, 0.116]], "lowdin_charge": [1.086, 0.889, -0.044, -0.365, -0.453, 0.064, 0.039, 0.049, 0.081, 0.094, -0.070, -0.419, -0.464, 0.083, 0.076, 0.063, 0.101, 0.102, -0.057, -0.154, 0.025, -0.328, 0.119, -0.546, 0.187, 0.152, 0.171, 0.074, 0.061, 0.064, 0.123, 0.127, -0.081, -0.200, -0.011, -0.267, 0.127, -0.516, 0.171, 0.151, 0.151, 0.042, 0.053, 0.079, 0.120, 0.120, -0.122, 0.000, -0.482, 0.139, -0.054, 0.025, 0.099, 0.099, 0.053, 0.098, 0.096, 0.066, -0.001, 0.028, -0.511, -0.092, 0.016, 0.005, 0.103, 0.109, 0.082, 0.103, 0.086, 0.106, -0.066, -0.231, 0.152, 0.069, 0.064, 0.090]}